Computed, not measured: a structure of composition C35H55F6N4O4PS4 in a non-equilibrium geometry, with ωB97M-V with the def2-TZVPD basis set.

Structure (XYZ):
```
109
Properties=species:S:1:pos:R:3:forces:R:3:lowdin_charge:R:1
C 4.97650 -1.37194 2.45353 0.65 0.11 -0.01 -0.139
C 5.38747 -2.79453 2.07425 -0.60 0.04 -0.04 -0.248
C 4.20717 -3.70973 1.68004 0.43 0.45 0.18 -0.198
C 3.80255 -3.45484 0.23149 -0.10 -0.11 -0.38 -0.211
N 2.40763 -3.78801 -0.10062 0.22 0.46 0.43 -0.198
C 2.13051 -3.73015 -1.54926 -0.21 0.03 -0.38 -0.175
C 1.84478 -2.29897 -2.02413 -0.15 -0.79 0.02 -0.209
C 1.77680 -2.14751 -3.54746 0.47 -0.36 0.28 -0.166
C 2.27452 -0.76825 -4.04771 -0.91 -0.17 -0.10 -0.112
C 2.20618 0.32402 -3.01147 0.82 0.37 -0.22 -0.128
C 3.26295 1.15532 -2.72868 -0.14 0.16 0.10 -0.105
C 4.56989 1.07090 -3.48988 -0.01 0.35 0.52 -0.086
C 5.73582 0.44678 -2.71071 0.06 -0.07 -0.34 -0.409
C 5.45684 -0.31722 -1.44644 0.14 0.38 0.04 -0.022
N 6.93802 0.58703 -3.09451 -0.13 -0.08 0.02 0.133
C 3.18321 2.16307 -1.67146 0.00 -0.09 0.23 -0.155
C 4.38330 3.05825 -1.37573 -0.20 0.30 -0.59 -0.169
C 4.14960 4.51169 -1.89858 0.41 -0.48 -0.08 -0.251
C 5.15495 4.93633 -2.99736 -0.88 0.67 0.16 -0.540
S 4.36111 5.27173 -4.61571 0.14 -0.31 -0.26 0.674
C 2.04443 2.34285 -0.92409 -0.41 -0.17 0.39 -0.253
P 1.99185 3.54904 0.47005 0.56 0.70 -0.04 0.988
C 0.26305 4.18180 0.51575 0.21 -0.19 -0.08 -0.298
C 2.17281 2.50142 1.97326 -0.01 -0.60 0.13 -0.416
C 3.60157 1.96406 2.13125 -0.15 0.26 -0.27 -0.170
C 0.90899 1.53024 -1.24128 0.65 -0.51 -0.48 -0.340
N -0.27950 1.53231 -0.65200 -0.39 -0.05 0.27 -0.222
S -1.17118 0.39710 -1.35958 0.23 0.18 -0.01 1.024
N -0.12258 -0.14650 -2.44410 -0.32 -0.03 -0.14 -0.220
C 1.00727 0.53727 -2.27708 -0.29 0.32 0.13 -0.308
C 1.42507 -3.13779 0.63976 -0.46 -0.23 -0.06 -1.034
S 1.56927 -1.67478 1.34488 0.32 0.01 0.31 0.772
S -0.14233 -4.01516 0.63938 0.08 -0.27 -0.38 0.889
C -0.62454 -4.02846 2.39373 0.32 0.93 0.40 -0.471
C -1.15085 -2.71634 2.99182 -0.35 0.24 -0.20 -0.316
C -2.11997 -1.93510 2.08623 -0.18 -0.25 0.07 -0.130
H 4.28751 -1.33935 3.29744 -0.18 -0.07 -0.13 0.070
H 4.56959 -0.81700 1.60843 -0.25 -0.13 0.07 0.026
H 5.87569 -0.82823 2.76318 -0.06 0.03 0.02 0.075
H 5.90527 -3.24098 2.92405 0.18 -0.04 -0.12 0.103
H 6.06768 -2.72093 1.22083 0.24 -0.20 0.15 0.102
H 4.52559 -4.74605 1.79679 -0.18 -0.09 -0.05 0.109
H 3.39285 -3.52472 2.38118 -0.08 -0.08 -0.10 0.083
H 4.05909 -2.43759 -0.08997 -0.10 0.06 0.26 0.082
H 4.39892 -4.12746 -0.39094 0.00 0.08 -0.07 0.128
H 1.27962 -4.37710 -1.77822 0.08 -0.10 -0.02 0.111
H 3.01069 -4.09890 -2.07841 -0.03 -0.27 0.15 0.121
H 2.61202 -1.66053 -1.58258 -0.14 0.15 -0.06 0.089
H 0.87223 -2.02111 -1.62501 0.23 0.20 0.21 0.075
H 0.76525 -2.37453 -3.88089 -0.03 0.21 -0.02 0.109
H 2.41642 -2.91432 -3.99930 -0.01 0.06 -0.06 0.108
H 3.27087 -0.89934 -4.44958 0.15 0.15 0.13 0.096
H 1.64316 -0.46147 -4.88943 0.08 -0.02 -0.02 0.128
H 4.46809 0.58590 -4.45510 -0.04 -0.16 0.03 0.114
H 4.87587 2.09435 -3.71424 -0.01 -0.02 -0.21 0.098
H 4.45659 -0.74480 -1.43010 0.09 -0.10 -0.03 0.051
H 5.51806 0.39409 -0.61484 -0.12 -0.05 0.04 0.087
H 6.23701 -1.05670 -1.28286 -0.08 -0.11 -0.05 0.086
H 6.96714 1.15074 -3.94636 0.09 0.00 0.00 0.054
H 5.27562 2.70602 -1.88045 0.07 -0.26 0.21 0.077
H 4.60685 3.05497 -0.31325 -0.08 0.05 0.07 0.085
H 4.20931 5.21629 -1.07244 -0.04 -0.02 0.05 0.093
H 3.13782 4.56358 -2.29253 -0.06 0.12 0.04 0.075
H 5.91594 4.18445 -3.18954 0.09 0.03 0.01 0.053
H 5.62075 5.87293 -2.70043 0.31 -0.15 0.01 0.055
H 3.17157 5.71934 -4.18878 0.14 0.01 0.18 -0.153
H 0.29316 5.14982 1.01443 -0.05 -0.04 0.11 0.025
H -0.03373 4.35822 -0.51839 -0.13 -0.01 0.01 0.034
H -0.45108 3.51235 0.98732 -0.04 0.03 -0.02 0.019
H 1.94625 3.12096 2.84441 -0.15 0.15 -0.12 0.076
H 1.47770 1.65552 1.99075 -0.13 0.10 -0.10 0.064
H 4.30852 2.78862 2.24268 0.04 -0.03 0.03 0.069
H 3.67919 1.31638 3.00340 0.02 -0.03 -0.02 0.065
H 3.89273 1.39247 1.24668 0.02 -0.09 0.07 0.041
H 0.25416 -4.35269 2.95235 -0.11 -0.21 0.03 0.073
H -1.40523 -4.78177 2.48271 0.09 -0.19 -0.32 0.076
H -0.32778 -2.06217 3.27007 0.08 -0.12 -0.01 0.051
H -1.66751 -2.96971 3.92196 0.04 -0.13 0.02 0.107
H -2.94661 -1.54508 2.68230 0.38 -0.96 -0.71 0.024
H -2.51884 -2.55832 1.28690 -0.01 -0.05 -0.07 0.068
H -1.63242 -1.06675 1.64194 0.16 -0.22 -0.23 0.048
C -7.53797 0.04677 4.53187 0.22 0.00 0.14 -0.052
C -7.03759 0.30191 3.12721 -0.51 -0.09 0.02 -0.193
O -5.70682 0.85985 3.13511 0.21 0.00 -0.05 0.042
C -4.71733 0.00065 3.32287 -0.46 0.12 -0.03 -0.392
O -4.80987 -1.18118 3.47673 -0.16 0.05 0.19 0.161
C -3.37056 0.74445 3.27045 0.30 0.30 0.11 -0.545
F -3.39731 1.85556 4.01586 -0.06 -0.05 -0.04 0.173
F -3.09285 1.09893 2.00816 -0.06 0.03 0.00 0.163
F -2.38658 -0.02927 3.71487 0.02 0.92 0.78 0.144
H -7.49048 0.96118 5.12390 -0.08 0.03 -0.05 0.086
H -8.57021 -0.30055 4.50248 -0.01 0.02 -0.03 0.084
H -6.93436 -0.70789 5.03465 -0.03 -0.05 -0.05 0.078
H -7.65768 1.04547 2.63370 0.16 0.11 -0.03 0.111
H -7.05201 -0.60490 2.52261 0.16 -0.03 0.05 0.127
C -9.29170 -0.55076 -2.94455 -0.23 0.07 0.07 -0.058
C -8.51238 -0.25306 -1.68278 0.27 -0.20 -0.32 -0.192
O -9.26758 0.58512 -0.78203 -0.06 0.08 0.14 0.031
C -10.19208 -0.02497 -0.05609 0.23 -0.11 -0.20 -0.406
O -10.45959 -1.18930 -0.05993 -0.08 0.02 0.09 0.174
C -10.87466 0.99693 0.87152 -0.22 0.14 0.05 -0.547
F -11.21425 2.10836 0.21298 0.04 -0.03 0.01 0.172
F -10.03148 1.34093 1.86006 0.02 0.00 0.02 0.153
F -11.96951 0.48414 1.41877 0.06 -0.04 -0.01 0.179
H -9.60291 0.37593 -3.42748 0.08 0.01 -0.03 0.085
H -8.67336 -1.11832 -3.63896 0.03 0.01 0.01 0.084
H -10.18690 -1.13194 -2.72721 0.05 -0.06 0.02 0.078
H -7.61383 0.31554 -1.91130 -0.06 0.12 0.09 0.125
H -8.21292 -1.16494 -1.16721 -0.13 0.00 0.08 0.126
```
Positions in Å, forces in eV/Å.

The largest force on an atom is 1.26 eV Å⁻¹. The lowest unoccupied orbital energy is -0.5 eV. The HOMO-LUMO gap is 7.553 eV.

=====

Computed, not measured: a structure of composition C12H24ClLiO7, with ωB97M-V with the def2-TZVPD basis set.

Structure (XYZ):
```
45
Properties=species:S:1:pos:R:3:forces:R:3:lowdin_charge:R:1
Li -0.93614 -0.55065 -0.41183 -0.30 -0.57 -0.32 0.631
Cl -3.14254 -1.26762 -1.94118 0.13 -0.14 0.00 0.659
O -3.06995 -1.89110 -3.22927 -0.06 0.18 0.15 -0.324
O -2.30399 -2.01573 -1.00004 -0.02 0.05 0.35 -0.425
O -2.57377 0.07579 -1.98644 0.07 0.03 -0.07 -0.394
O -4.48563 -1.21037 -1.45369 0.02 -0.02 -0.09 -0.324
C -0.52470 -0.78552 3.64670 0.19 0.31 -0.27 -0.144
C 0.92340 -0.34830 3.32368 -0.61 -0.16 -0.01 -0.131
C 1.04683 -0.65833 1.81576 0.58 0.28 0.54 -0.193
O -0.19109 -1.20047 1.39931 -0.30 -0.04 -0.45 -0.213
C -0.83659 -1.77230 2.53636 -0.13 -0.20 0.16 -0.172
H -1.18574 0.07277 3.50516 -0.03 -0.02 0.18 0.110
H -0.63805 -1.15688 4.66102 -0.07 -0.15 -0.02 0.114
H 1.64203 -0.93131 3.89515 0.06 0.07 0.05 0.108
H 1.03515 0.70745 3.56015 0.27 0.00 -0.06 0.105
H 1.85759 -1.37909 1.66266 -0.08 -0.03 -0.17 0.119
H 1.25529 0.23650 1.22934 -0.07 -0.06 -0.12 0.109
H -0.44345 -2.77774 2.72977 0.11 0.08 0.02 0.132
H -1.89675 -1.86586 2.31107 0.01 0.03 -0.08 0.131
C 0.29889 3.29409 0.40879 0.44 -0.05 0.03 -0.145
C -1.10962 3.35459 1.01153 -0.21 0.45 0.29 -0.139
C -1.83365 2.14844 0.41224 -0.18 -0.38 -0.02 -0.160
O -0.81172 1.34930 -0.20146 0.10 0.00 0.43 -0.253
C 0.16494 2.24911 -0.68811 0.21 0.07 -0.26 -0.201
H 1.02064 2.93354 1.14615 -0.10 0.00 0.05 0.106
H 0.69021 4.24342 0.04522 -0.19 0.04 -0.07 0.114
H -1.63816 4.28533 0.79953 0.09 -0.05 -0.27 0.112
H -1.06818 3.31371 2.10071 0.03 -0.22 -0.03 0.107
H -2.56996 2.38902 -0.35688 0.03 0.22 0.03 0.128
H -2.33077 1.53421 1.16323 0.03 -0.05 -0.05 0.127
H -0.17286 2.68975 -1.63480 -0.01 -0.01 0.03 0.137
H 1.07703 1.67723 -0.86918 -0.01 0.06 -0.04 0.118
C 2.72762 -1.48327 -1.78894 0.24 0.05 -0.07 -0.150
C 2.25861 -0.59668 -2.97914 0.05 -0.27 0.79 -0.125
C 0.72186 -0.70079 -2.89354 -0.20 -0.04 -0.25 -0.167
O 0.42921 -1.31998 -1.63469 0.06 0.47 0.19 -0.230
C 1.47047 -2.25505 -1.44352 0.23 -0.38 -0.01 -0.200
H 3.05090 -0.87429 -0.94154 -0.17 0.08 0.01 0.102
H 3.56545 -2.14933 -2.00361 -0.08 0.07 -0.26 0.112
H 2.66808 -0.97906 -3.90882 -0.14 0.15 -0.18 0.108
H 2.57846 0.43059 -2.81845 0.12 0.03 -0.23 0.100
H 0.29634 -1.32706 -3.68275 0.10 0.00 -0.03 0.133
H 0.19716 0.25190 -2.91779 0.04 0.03 0.01 0.114
H 1.32430 -3.08517 -2.14625 0.02 -0.04 0.06 0.136
H 1.46282 -2.65481 -0.43155 -0.25 0.13 0.05 0.119
```
Positions in Å, forces in eV/Å.

The largest force on an atom is 0.84 eV Å⁻¹. The lowest unoccupied orbital energy is 0.2 eV. As for the energy relative to the best compared isomer or geometry (same formula, charge and spin): 0.0 kJ/mol. The HOMO-LUMO gap is 9.611 eV.

=====

Computed, not measured: the molecule C7H10N2O2 in a non-equilibrium geometry, with ωB97M-V with the def2-TZVPD basis set.

Structure (XYZ):
```
21
Properties=species:S:1:pos:R:3:forces:R:3:lowdin_charge:R:1
C 0.29359 -0.78989 1.59047 -1.38 -1.07 -4.40 -0.026
C -0.85842 -0.38126 0.63994 1.63 0.99 -1.15 -0.217
C 1.26339 -1.56773 1.09640 -3.06 1.69 -0.31 -0.073
C -0.71471 0.87972 -0.22967 -0.52 1.46 0.83 -0.220
C 1.20827 -1.93645 -0.28528 0.28 0.37 0.39 -0.029
C 0.39472 1.63535 -0.42956 0.32 -1.28 0.42 -0.131
C -2.13519 1.35344 -0.79547 4.08 1.08 -1.27 -0.039
N 1.69908 1.36010 0.09663 -0.89 -0.65 1.28 0.039
N 0.07536 -1.94028 -0.96641 1.53 -0.39 0.47 -0.240
O -1.10484 -1.43776 -0.33851 0.28 -1.25 -0.03 0.011
O -0.04981 -2.45917 -2.07191 -0.86 0.76 0.16 0.028
H 0.23476 -0.49157 2.53690 -0.14 1.10 3.86 0.063
H -1.82424 -0.18893 1.08619 -0.15 -0.85 0.65 0.139
H 1.99697 -1.82310 1.77014 2.01 -0.92 0.82 0.089
H 2.17976 -2.08294 -0.73930 -0.67 -0.61 -0.79 0.136
H 0.29940 2.40226 -1.18845 0.35 0.33 0.25 0.102
H -1.87145 2.30063 -1.40820 -0.71 -1.75 0.41 0.095
H -2.81900 1.73056 -0.07159 -0.58 -0.36 0.85 0.052
H -2.43496 0.50114 -1.39041 -0.87 0.29 -0.27 0.066
H 1.69979 0.92700 1.05384 -0.15 0.60 -1.71 0.082
H 2.46754 2.00890 0.04424 -0.53 0.46 -0.47 0.070
```
Positions in Å, forces in eV/Å.

The largest force on an atom is 4.73 eV Å⁻¹. As for the structure (SMILES): C/C(=C/N)[C@@H]1C=CC=[N+]([O-])O1. The lowest unoccupied orbital energy is 0.2 eV. As for the energy relative to the best compared isomer or geometry (same formula, charge and spin): 619.7 kJ/mol. The HOMO-LUMO gap is 8.400 eV.